Arrangement w

C6H11NOS | ωB97M-V/def2-TZVPD

HOMO (alpha / beta) = -6.60 / -6.60 eV
Net charge = 0

Bonds (Å) are listed after each position.
Positions of all 20 atoms, in Å:
1 C 1.18153 0.11082 -1.27748  C2 1.473, C3 1.501, S9 2.029, H10 1.056
2 C 0.27330 0.24595 -0.12623  C1 1.473, C5 1.521, N7 1.359
3 C 2.68249 0.10957 -1.26042  C1 1.501, S9 1.866, H11 1.044, H12 1.111
4 C -1.40680 -0.93785 -1.42139  N7 1.355, H13 1.007, H14 1.076
5 C 0.71289 0.77935 1.22863  C2 1.521, H15 1.109, H16 1.126, H17 1.079
6 C -1.79995 -0.54626 0.88572  N7 1.474, H18 1.118, H19 1.039, H20 1.190
7 N -0.93013 -0.36397 -0.29019  C2 1.359, C4 1.355, C6 1.474
8 O 2.37046 -2.14606 -2.68903  S9 1.455
9 S 2.14220 -1.67545 -1.33120  C1 2.029, C3 1.866, O8 1.455
10 H 0.73045 0.53011 -2.13581  C1 1.056
11 H 3.13144 0.52240 -2.10790  C3 1.044
12 H 3.03935 0.37969 -0.24387  C3 1.111
13 H -2.38418 -1.17913 -1.45254  C4 1.007
14 H -0.90397 -1.31246 -2.29606  C4 1.076
15 H 1.01049 0.07057 2.02768  C5 1.109
16 H -0.20643 1.37452 1.49212  C5 1.126
17 H 1.44374 1.56920 1.14481  C5 1.079
18 H -1.69670 0.31647 1.58909  C6 1.118
19 H -2.75923 -0.80040 0.57820  C6 1.039
20 H -1.49999 -1.49000 1.54643  C6 1.190


Arrangement x

C6H11NOS | ωB97M-V/def2-TZVPD

HOMO (alpha / beta) = -8.64 / -8.37 eV
Net charge = 0

Bonds (Å) are listed after each position.
Positions of all 20 atoms, in Å:
1 C -0.84219 1.91523 -0.58949  C6 1.423, O8 1.199, H10 1.188
2 C 1.31408 -0.59552 0.92510  C3 1.573, C4 1.520, H11 1.182, H12 1.083
3 C 1.34587 -1.03574 -0.58448  C2 1.573, C5 1.506, H13 1.047, H14 1.121
4 C 1.02188 0.89601 0.91504  C2 1.520, C6 1.484, H15 1.021, H16 1.047
5 C 0.30976 -0.16009 -1.23842  C3 1.506, C6 1.483, H17 1.072, H18 1.080
6 C 0.05474 0.87799 -0.20994  C1 1.423, C4 1.484, C5 1.483
7 N -2.00598 -0.32819 1.08768  S9 1.608, H19 1.038
8 O -1.20363 2.87397 0.03310  C1 1.199
9 S -2.65184 -1.30733 -0.01176  N7 1.608, H20 1.380
10 H -1.09887 1.70892 -1.73118  C1 1.188
11 H 0.34475 -1.04000 1.43423  C2 1.182
12 H 2.23410 -0.91476 1.39901  C2 1.083
13 H 2.31650 -1.05385 -0.97710  C3 1.047
14 H 0.95957 -2.08090 -0.70362  C3 1.121
15 H 0.56150 1.27664 1.74285  C4 1.021
16 H 1.91639 1.25333 0.50355  C4 1.047
17 H 0.74577 0.14002 -2.17094  C5 1.072
18 H -0.65521 -0.61698 -1.39907  C5 1.080
19 H -2.33331 0.63197 0.86746  N7 1.038
20 H -2.33388 -2.44072 0.70797  S9 1.380


Which is most stable, and by how much? arrangement x, by 14.3 kcal/mol.